# C52H145N11O15

15 unconnected molecules or ions with the total composition C52H145N11O15 (ωB97M-V/def2-TZVPD, the OMol25 dataset).

Output
- Energy above the lowest of the compared OMol25 structures with the same formula, charge and spin: 79.1 kcal/mol
- Highest occupied orbital energy: -8.999 eV
- Kohn-Sham gap: 0.3391 hartree
- LUMO energy: 0.229 eV
- F_max: 0.0792 Eh/bohr
- DFT total energy: -103366.8043 eV

Each line ends with the Löwdin charge.
Cartesian coordinates (Å):
C -11.56670 7.03095 29.68220  -0.0657
C -11.41584 7.45810 28.24137  -0.4570
C -10.04844 7.08602 27.65568  -0.1814
O -9.00212 7.89725 28.22019  -0.2084
C -7.68572 7.56435 27.73916  -0.0975
N -12.51044 6.85949 27.53816  0.0158
H -11.44562 5.95175 29.77582  0.0849
H -12.51803 7.40696 30.05862  0.0779
H -10.75655 7.51108 30.23104  0.0772
H -11.55931 8.53712 28.18452  0.1333
H -9.92725 7.21576 26.58024  0.1177
H -9.74380 6.05483 27.83440  0.1192
H -6.86616 8.02256 28.29275  0.0843
H -7.56556 7.82627 26.68794  0.0804
H -7.55857 6.48566 27.83054  0.0785
H -12.61113 7.08903 26.55976  0.0691
H -13.45248 6.98596 27.87973  0.0719
C -5.76077 -4.27515 22.59929  -0.0714
C -5.67143 -3.29334 21.45319  -0.4562
C -5.85544 -1.83231 21.80819  -0.2435
O -7.09344 -1.47481 22.30110  -0.1920
C -7.28191 -0.09300 22.59376  -0.0835
N -4.42889 -3.51522 20.75502  0.0353
H -5.08730 -4.00870 23.41388  0.0844
H -5.60605 -5.26509 22.17014  0.0777
H -6.77323 -4.23258 23.00079  0.0780
H -6.51239 -3.60985 20.83618  0.1378
H -5.70439 -1.20945 20.92653  0.1227
H -5.09703 -1.48041 22.50752  0.1253
H -8.29603 0.11875 22.93257  0.0901
H -7.03287 0.45252 21.68354  0.0835
H -6.56285 0.19308 23.36137  0.0838
H -4.21621 -4.47917 20.96870  0.0556
H -3.62089 -3.09916 21.19565  0.0724
C -13.86393 22.96982 21.61138  -0.0640
C -15.13481 22.10807 21.28568  -0.3975
C -15.03855 20.53023 21.36828  -0.1677
O -14.21012 20.05449 20.30028  -0.2062
C -14.08772 18.69213 20.10123  -0.1355
N -16.16166 22.56003 22.20924  0.0120
H -14.00257 24.02803 21.83290  0.0639
H -13.18283 22.93659 20.76102  0.0680
H -13.45182 22.56181 22.53431  0.0712
H -15.36700 22.26016 20.23162  0.1268
H -16.02522 20.09046 21.22277  0.1179
H -14.67043 20.20412 22.34103  0.1176
H -13.43867 18.66011 19.22612  0.0914
H -15.05460 18.24275 19.87474  0.0859
H -13.58623 18.15104 20.90362  0.0836
H -16.13162 23.56939 22.22912  0.0626
H -16.06811 22.20076 23.14854  0.0697
C -7.90601 14.93131 15.80900  -0.0579
C -8.37984 15.28927 14.36497  -0.4319
C -7.62779 16.54266 13.79958  -0.2121
O -7.83619 17.68642 14.62483  -0.1798
C -7.18565 18.84928 14.08866  -0.1042
N -8.17046 14.12679 13.52836  0.0282
H -8.57227 14.22813 16.30875  0.0673
H -7.93098 15.81776 16.44275  0.0675
H -6.89613 14.52130 15.82173  0.0767
H -9.41492 15.62768 14.41172  0.1274
H -7.87617 16.77362 12.76369  0.1131
H -6.60253 16.19716 13.66707  0.1194
H -7.52210 19.05279 13.07206  0.0811
H -6.09645 18.80985 14.07425  0.0832
H -7.38860 19.73156 14.69569  0.0834
H -8.74730 14.29181 12.71588  0.0691
H -8.65202 13.35157 13.96103  0.0695
C -0.59010 4.04345 19.20740  -0.0669
C 0.45103 4.21489 20.37167  -0.4350
C 1.84697 3.97542 19.79161  -0.2242
O 1.94590 2.73224 19.17239  -0.1738
C 3.14453 2.50680 18.56271  -0.1398
N 0.24893 5.54353 20.80731  0.0241
H -1.56943 4.31785 19.59946  0.0699
H -0.69228 2.98931 18.94964  0.0720
H -0.41699 4.70866 18.36145  0.0795
H 0.10640 3.48328 21.10247  0.1343
H 2.54185 4.08184 20.62463  0.1268
H 2.03519 4.75074 19.04895  0.1267
H 3.25375 1.53184 18.08771  0.0926
H 3.97499 2.58262 19.26462  0.0867
H 3.27277 3.28299 17.80826  0.0884
H -0.25041 6.16620 20.18841  0.0719
H 1.15369 5.97937 20.91473  0.0668
C -7.19348 19.98959 21.10669  -0.0800
C -7.23123 20.17237 22.64487  -0.4171
C -8.25667 19.26570 23.31873  -0.2003
O -8.21252 19.58607 24.71871  -0.2056
C -9.11235 18.79853 25.49733  -0.1127
N -5.83855 19.94174 23.00160  0.0443
H -8.10553 20.22429 20.55789  0.0718
H -7.08931 18.94689 20.80665  0.0737
H -6.36269 20.51802 20.63908  0.0791
H -7.60707 21.17254 22.86054  0.1340
H -8.13599 18.18479 23.24671  0.1224
H -9.28320 19.45407 23.00433  0.1209
H -8.92974 17.72394 25.49442  0.0822
H -10.14531 19.00719 25.21889  0.0830
H -8.97228 19.11496 26.53095  0.0850
H -5.49583 19.31695 22.28586  0.0562
H -5.82128 19.39080 23.84792  0.0630
C -12.40805 -0.93126 17.17212  -0.0842
C -13.54178 -0.54933 16.27892  -0.4806
C -14.47932 -1.69415 15.95795  -0.1752
O -15.56795 -1.23978 15.11620  -0.1832
C -16.72377 -1.96214 15.25921  -0.1560
N -14.21518 0.51641 16.91585  0.0393
H -12.67024 -1.31314 18.15879  0.0779
H -11.75702 -0.08445 17.38931  0.0801
H -11.76912 -1.73032 16.79613  0.0763
H -13.08655 -0.12798 15.38263  0.1467
H -14.83314 -2.15058 16.88239  0.1218
H -13.97748 -2.49439 15.41401  0.1254
H -17.56446 -1.37719 14.88615  0.0823
H -16.98039 -2.05136 16.31481  0.0854
H -16.74029 -2.91836 14.73627  0.0884
H -14.81494 1.06098 16.31266  0.0751
H -14.82293 0.17075 17.64472  0.0812
C -10.12632 7.50607 19.57282  -0.0742
C -11.12095 7.56783 20.73853  -0.4304
C -11.17932 8.98381 21.34511  -0.1867
O -9.87057 9.39549 21.81550  -0.1939
C -9.90737 10.65508 22.46102  -0.1205
N -12.43047 7.13075 20.24886  0.0279
H -10.11442 6.51199 19.12587  0.0715
H -9.09648 7.78406 19.79696  0.0707
H -10.41935 8.20322 18.78784  0.0758
H -10.82087 6.86904 21.51939  0.1354
H -11.87269 8.98264 22.18615  0.1174
H -11.58526 9.67009 20.60191  0.1214
H -10.56264 10.66616 23.33199  0.0795
H -10.30858 11.41526 21.79076  0.0824
H -8.89632 10.90392 22.78342  0.0876
H -12.67103 7.71417 19.46027  0.0665
H -12.38626 6.16840 19.94550  0.0695
C -17.55568 12.10366 22.56309  -0.0656
C -17.68934 13.18605 23.68177  -0.4216
C -16.44781 13.40732 24.60724  -0.2023
O -16.69189 14.51197 25.45631  -0.1940
C -16.05399 14.33137 26.73578  -0.1052
N -18.09005 14.38983 23.01271  0.0216
H -16.75302 12.40256 21.88892  0.0666
H -18.43461 11.99840 21.92710  0.0721
H -17.29525 11.12705 22.97114  0.0674
H -18.57140 12.88715 24.24810  0.1324
H -15.61922 13.75813 23.99203  0.1198
H -16.05362 12.54102 25.13851  0.1160
H -16.04907 15.24592 27.32880  0.0824
H -15.02454 13.97819 26.67583  0.0808
H -16.57778 13.61760 27.37160  0.0823
H -18.48176 15.07808 23.63958  0.0724
H -17.34634 14.81241 22.47566  0.0746
C 0.05162 21.19084 28.86788  -0.0582
C -0.47563 20.51175 27.58988  -0.4421
C -1.21687 19.16407 27.89422  -0.1943
O -1.43020 18.36084 26.72656  -0.1905
C -2.38827 17.39575 27.01748  -0.1436
N -1.31606 21.37122 26.84065  0.0273
H -0.73616 21.46760 29.56853  0.0757
H 0.61365 22.10113 28.65906  0.0739
H 0.76453 20.49721 29.31368  0.0721
H 0.35541 20.22945 26.94350  0.1372
H -2.22190 19.41481 28.23355  0.1152
H -0.69720 18.54194 28.62292  0.1197
H -2.28149 16.58963 26.29163  0.0882
H -3.39098 17.82153 26.98013  0.0877
H -2.22460 16.94932 27.99830  0.0830
H -1.70249 20.97875 25.99405  0.0758
H -2.16392 21.60602 27.33674  0.0730
C -1.93873 14.70646 18.31555  -0.0517
C -1.95414 14.64646 19.82869  -0.4564
C -1.17974 13.43052 20.44001  -0.2029
O -1.85400 12.23577 20.16217  -0.1837
C -3.16585 12.03434 20.63453  -0.1053
N -1.40666 15.87768 20.37841  0.0241
H -0.93904 14.93938 17.94885  0.0781
H -2.53691 15.54035 17.94825  0.0782
H -2.28152 13.75325 17.91309  0.0798
H -2.95642 14.64498 20.25709  0.1214
H -1.03988 13.58888 21.50934  0.1115
H -0.12769 13.45558 20.15599  0.1248
H -3.81239 12.73907 20.11160  0.0777
H -3.25638 12.03598 21.72076  0.0908
H -3.59427 11.07962 20.32947  0.0863
H -1.36871 15.84742 21.38724  0.0654
H -0.43104 15.81346 20.12516  0.0620
C -19.45401 3.69476 16.41132  -0.0865
C -19.15805 3.72962 14.87670  -0.3543
O -17.93308 3.27742 14.44272  -0.0456
H -18.51835 3.84126 16.95092  0.0687
H -19.91662 2.77782 16.77645  0.0593
H -20.14375 4.49456 16.68091  0.0631
H -19.50409 4.72634 14.60302  0.1065
H -19.95537 3.11984 14.45181  0.0998
H -17.92188 2.33186 14.60820  0.0883
C -6.89962 5.01688 13.04927  -0.0825
C -6.60728 3.68450 13.77336  -0.3434
O -5.76286 2.87965 12.97125  -0.0720
H -7.66928 5.50706 13.64546  0.0722
H -7.10926 4.71989 12.02167  0.0739
H -6.01661 5.65121 12.97165  0.0671
H -7.58407 3.24164 13.96796  0.1025
H -6.18138 3.83749 14.76498  0.1037
H -5.90264 2.02399 13.38346  0.0785
C -16.75858 10.52531 13.57723  -0.0943
C -15.44270 10.87325 14.29250  -0.3247
O -14.95172 9.70155 14.90719  -0.0901
H -16.64136 9.74113 12.82929  0.0697
H -17.12653 11.45827 13.15026  0.0689
H -17.45241 10.18900 14.34769  0.0742
H -15.73566 11.63857 15.01121  0.1098
H -14.65570 11.23444 13.63046  0.1050
H -14.74492 9.02241 14.26098  0.0814
C -16.93082 -0.86620 23.77515  -0.1007
C -16.06980 0.18929 23.07446  -0.3129
O -16.81308 0.61125 21.94982  -0.0881
H -16.90446 -1.84368 23.29355  0.0728
H -17.94943 -0.54359 23.99068  0.0706
H -16.51517 -1.05254 24.76541  0.0654
H -15.08267 -0.21781 22.85549  0.1130
H -15.92032 1.03477 23.74596  0.1027
H -17.68852 0.89310 22.22509  0.0770